123
Properties=species:S:1:pos:R:3:lowdin_charge:R:1 method="wB97M-V/def2-TZVPD" smiles="CN(C)P(=O)(N(C)C)N(C)C.CN(C)P(=O)(N(C)C)N(C)C.CN(C)P(=O)(N(C)C)N(C)C.CCCC#N.CCCC#N.CCCC#N" e_lumo_ev=0.3 fmax_ha_per_bohr=0.062 homo_lumo_gap_ev=8.53 multiplicity=1
C 0.218 3.410 -0.097 -0.109
N -0.784 4.319 0.498 -0.300
C -0.239 5.364 1.346 -0.123
P -2.447 3.928 0.288 0.598
O -2.831 2.750 1.145 -0.317
N -3.385 5.334 0.578 -0.287
C -3.024 6.675 0.096 -0.128
C -4.429 5.392 1.659 -0.092
N -2.656 3.630 -1.373 -0.309
C -3.790 2.852 -1.799 -0.124
C -2.160 4.637 -2.345 -0.115
H 0.917 4.022 -0.667 0.081
H -0.228 2.733 -0.826 0.055
H 0.689 2.826 0.694 0.070
H 0.322 6.147 0.835 0.078
H 0.579 4.967 1.948 0.073
H -0.994 5.766 2.021 0.076
H -2.412 6.672 -0.805 0.057
H -3.894 7.262 -0.199 0.082
H -2.502 7.198 0.897 0.071
H -5.221 6.110 1.447 0.076
H -4.897 4.430 1.870 0.071
H -3.917 5.675 2.579 0.072
H -3.963 2.831 -2.875 0.073
H -3.741 1.845 -1.385 0.068
H -4.645 3.401 -1.404 0.079
H -1.188 5.017 -2.031 0.069
H -2.814 5.503 -2.440 0.066
H -2.046 4.173 -3.324 0.058
C 5.498 -2.493 1.300 -0.128
N 4.629 -1.619 0.555 -0.302
C 3.198 -1.850 0.856 -0.118
P 5.084 -0.942 -0.928 0.601
O 6.545 -0.714 -1.089 -0.300
N 4.492 -2.122 -2.049 -0.290
C 3.033 -2.189 -2.489 -0.086
C 5.285 -3.337 -2.307 -0.105
N 4.111 0.477 -1.178 -0.284
C 4.204 1.184 -2.470 -0.125
C 3.948 1.548 -0.189 -0.119
H 5.453 -2.272 2.367 0.080
H 6.538 -2.566 0.982 0.082
H 5.212 -3.524 1.091 0.074
H 2.931 -2.888 0.657 0.081
H 2.572 -1.222 0.222 0.053
H 3.034 -1.568 1.897 0.058
H 2.693 -2.993 -3.141 0.077
H 2.448 -2.122 -1.571 0.037
H 2.889 -1.333 -3.147 0.049
H 6.111 -2.969 -2.916 0.076
H 5.739 -3.732 -1.399 0.060
H 4.647 -4.094 -2.764 0.077
H 4.017 0.537 -3.327 0.063
H 3.510 2.019 -2.563 0.082
H 5.220 1.512 -2.688 0.083
H 3.025 2.109 -0.338 0.063
H 4.801 2.227 -0.197 0.088
H 3.854 1.083 0.792 0.067
C 1.574 -1.700 7.079 -0.124
N 1.674 -2.093 5.689 -0.316
C 3.044 -2.035 5.221 -0.131
P 0.278 -1.918 4.644 0.598
O -0.976 -2.382 5.385 -0.323
N 0.290 -0.303 4.334 -0.296
C 1.441 0.503 3.843 -0.078
C -1.030 0.352 4.138 -0.090
N 0.667 -2.679 3.170 -0.277
C 0.044 -2.282 1.888 -0.114
C 0.913 -4.129 3.147 -0.113
H 1.507 -0.613 7.035 0.074
H 2.444 -1.939 7.691 0.079
H 0.681 -2.096 7.563 0.078
H 3.746 -2.592 5.842 0.091
H 3.237 -0.986 4.995 0.061
H 2.990 -2.513 4.243 0.043
H 1.992 -0.143 3.160 0.050
H 1.115 1.383 3.288 0.075
H 2.076 0.881 4.644 0.077
H -1.357 0.187 3.112 0.064
H -1.847 0.020 4.778 0.076
H -0.910 1.396 4.429 0.083
H -1.010 -2.561 1.863 0.072
H -0.038 -1.201 1.780 0.057
H 0.569 -2.658 1.010 0.065
H 1.828 -4.272 3.722 0.064
H 1.144 -4.553 2.170 0.071
H 0.164 -4.733 3.658 0.084
C -2.580 -4.374 0.402 -0.108
C -1.686 -5.573 0.160 -0.256
C -1.522 -5.980 -1.280 -0.189
C -1.061 -4.830 -2.070 -0.199
N -0.732 -3.911 -2.710 0.168
H -2.320 -3.431 -0.079 0.055
H -2.556 -4.153 1.469 0.069
H -3.634 -4.516 0.161 0.081
H -2.090 -6.449 0.668 0.117
H -0.702 -5.329 0.562 0.099
H -2.436 -6.262 -1.802 0.125
H -0.883 -6.863 -1.276 0.123
C -1.661 -0.115 -0.521 -0.095
C -0.476 -0.731 -1.296 -0.236
C -0.693 -0.565 -2.852 -0.167
C -0.741 0.802 -3.428 -0.208
N -0.884 1.856 -3.868 0.175
H -2.574 -0.708 -0.575 0.083
H -1.736 0.860 -1.001 0.034
H -1.388 0.080 0.516 0.052
H -0.467 -1.763 -0.947 0.064
H 0.443 -0.209 -1.030 0.097
H -1.509 -1.201 -3.194 0.098
H 0.222 -0.964 -3.290 0.091
C -5.510 0.678 -4.797 -0.103
C -4.040 0.271 -4.935 -0.265
C -3.471 0.539 -6.327 -0.195
C -3.659 1.909 -6.776 -0.244
N -3.792 2.991 -7.175 0.142
H -6.112 0.110 -5.506 0.077
H -5.643 1.760 -4.815 0.074
H -5.847 0.352 -3.813 0.070
H -3.890 -0.777 -4.678 0.106
H -3.471 0.859 -4.215 0.068
H -3.989 -0.034 -7.096 0.119
H -2.406 0.317 -6.407 0.114


120
Properties=species:S:1:pos:R:3:lowdin_charge:R:1 method="wB97M-V/def2-TZVPD" smiles=COCCNCCOC.COCCNCCOC.COCCNCCOC.COCCNCCOC.COCCNCCOC e_lumo_ev=0.7 fmax_ha_per_bohr=0.073 homo_lumo_gap_ev=8.96 relative_energy_kcal_mol=115.0 multiplicity=1
C -17.562 -12.120 4.525 -0.118
O -17.514 -13.074 3.532 -0.198
C -18.217 -12.837 2.342 -0.215
C -18.288 -14.100 1.424 -0.152
N -16.920 -14.438 1.024 -0.077
C -16.729 -15.764 1.356 -0.262
C -15.547 -16.344 0.627 -0.200
O -15.302 -17.715 0.931 -0.216
C -13.994 -18.148 0.588 -0.091
H -18.593 -12.123 4.880 0.067
H -17.420 -11.099 4.169 0.077
H -16.866 -12.465 5.290 0.102
H -17.713 -11.980 1.895 0.118
H -19.228 -12.464 2.511 0.108
H -18.815 -13.863 0.500 0.119
H -18.703 -14.850 2.097 0.116
H -16.210 -13.882 1.479 0.107
H -17.616 -16.275 0.981 0.121
H -16.736 -15.802 2.445 0.134
H -14.705 -15.687 0.845 0.097
H -15.799 -16.476 -0.425 0.125
H -13.969 -18.342 -0.484 0.082
H -13.891 -19.084 1.137 0.089
H -13.322 -17.379 0.971 0.079
C -13.688 -10.614 -5.900 -0.086
O -14.445 -10.639 -4.655 -0.198
C -15.466 -11.641 -4.664 -0.241
C -15.884 -11.910 -3.221 -0.206
N -14.668 -12.518 -2.734 -0.065
C -14.854 -12.792 -1.315 -0.251
C -13.655 -13.427 -0.700 -0.120
O -13.614 -13.129 0.832 -0.229
C -12.515 -13.607 1.581 -0.125
H -14.267 -10.178 -6.714 0.080
H -13.490 -11.612 -6.291 0.076
H -12.705 -10.141 -5.882 0.083
H -15.014 -12.538 -5.086 0.109
H -16.256 -11.413 -5.379 0.117
H -16.661 -12.672 -3.163 0.126
H -16.208 -10.952 -2.816 0.123
H -13.913 -11.875 -2.924 0.107
H -15.798 -13.308 -1.137 0.103
H -15.010 -11.858 -0.776 0.117
H -12.753 -13.156 -1.249 0.121
H -13.920 -14.471 -0.870 0.101
H -12.648 -14.678 1.425 0.053
H -12.500 -13.370 2.645 0.096
H -11.605 -13.620 0.982 0.080
C -17.023 -19.148 -1.780 -0.111
O -17.596 -19.967 -2.780 -0.212
C -18.913 -20.573 -2.588 -0.173
C -19.191 -21.544 -3.762 -0.203
N -18.140 -22.568 -3.923 -0.074
C -18.341 -23.346 -5.158 -0.213
C -17.254 -24.445 -5.323 -0.154
O -17.525 -25.224 -6.557 -0.200
C -17.465 -26.571 -6.423 -0.181
H -17.666 -18.356 -1.398 0.080
H -16.170 -18.673 -2.265 0.087
H -16.772 -19.798 -0.942 0.089
H -19.756 -19.908 -2.402 0.113
H -18.884 -21.134 -1.653 0.112
H -19.312 -21.043 -4.722 0.108
H -20.092 -22.149 -3.658 0.115
H -17.261 -22.084 -4.039 0.097
H -18.201 -22.683 -6.012 0.114
H -19.277 -23.899 -5.237 0.121
H -17.335 -25.111 -4.463 0.116
H -16.294 -23.948 -5.458 0.118
H -18.250 -27.005 -5.804 0.083
H -16.520 -26.807 -5.932 0.084
H -17.533 -27.097 -7.375 0.089
C -26.284 -12.871 4.757 -0.116
O -25.004 -13.382 4.403 -0.217
C -24.202 -12.431 3.711 -0.198
C -22.753 -13.058 3.740 -0.164
N -22.140 -12.802 5.026 -0.074
C -22.406 -13.612 6.169 -0.240
C -21.270 -13.526 7.196 -0.182
O -21.415 -12.141 7.658 -0.183
C -20.103 -11.628 7.740 -0.149
H -26.886 -13.700 5.129 0.082
H -26.935 -12.508 3.962 0.084
H -26.193 -12.184 5.599 0.087
H -24.259 -11.397 4.050 0.120
H -24.613 -12.603 2.716 0.113
H -22.127 -12.746 2.904 0.100
H -22.949 -14.129 3.690 0.116
H -22.089 -11.877 5.428 0.111
H -22.383 -14.668 5.901 0.123
H -23.334 -13.290 6.642 0.115
H -20.372 -13.776 6.631 0.115
H -21.369 -14.173 8.067 0.120
H -19.460 -12.131 8.462 0.094
H -20.312 -10.625 8.112 0.081
H -19.561 -11.210 6.892 0.072
C -9.394 -11.519 7.417 -0.104
O -10.589 -11.078 6.725 -0.201
C -11.264 -10.063 7.485 -0.200
C -12.571 -9.676 6.627 -0.146
N -13.310 -8.473 7.200 -0.075
C -13.370 -7.450 6.186 -0.211
C -14.402 -7.821 5.028 -0.199
O -13.758 -8.725 4.140 -0.235
C -14.641 -9.291 3.174 -0.080
H -8.687 -10.706 7.581 0.075
H -8.795 -12.323 6.989 0.083
H -9.664 -11.789 8.438 0.076
H -10.615 -9.197 7.611 0.115
H -11.658 -10.492 8.406 0.114
H -13.273 -10.498 6.773 0.106
H -12.257 -9.577 5.588 0.101
H -12.833 -8.111 8.013 0.088
H -12.397 -7.436 5.695 0.110
H -13.632 -6.475 6.597 0.111
H -14.628 -6.850 4.588 0.108
H -15.324 -8.291 5.368 0.116
H -15.306 -9.983 3.690 0.073
H -13.972 -9.664 2.399 0.093
H -15.228 -8.502 2.703 0.083


125
Properties=species:S:1:pos:R:3:lowdin_charge:R:1 method="wB97M-V/def2-TZVPD" e_lumo_ev=0.1 fmax_ha_per_bohr=0.076 homo_lumo_gap_ev=7.97 multiplicity=1
Rb 1.400 0.794 -0.158 0.838
N -0.538 -1.719 1.301 -0.631
O 0.067 -1.733 0.228 -0.153
O -0.092 -0.934 2.147 -0.089
O -1.469 -2.482 1.592 -0.014
C 3.422 -1.904 1.254 -0.117
O 3.723 -0.891 0.368 -0.298
C 5.086 -0.721 0.054 -0.211
C 5.287 0.547 -0.787 -0.193
N 4.236 0.866 -1.735 -0.037
C 4.262 -0.054 -2.916 -0.186
C 3.038 -0.025 -3.785 -0.206
O 1.872 -0.500 -3.123 -0.232
C 1.956 -1.810 -2.613 -0.100
H 3.997 -2.803 0.913 0.099
H 2.344 -2.082 1.108 0.084
H 3.717 -1.729 2.307 0.100
H 5.503 -1.558 -0.491 0.115
H 5.698 -0.622 0.982 0.137
H 6.303 0.513 -1.247 0.128
H 5.370 1.371 -0.086 0.105
H 4.230 1.787 -2.066 0.045
H 4.282 -1.041 -2.485 0.087
H 5.199 0.019 -3.482 0.127
H 3.220 -0.565 -4.730 0.136
H 2.786 1.009 -4.031 0.099
H 2.236 -2.594 -3.351 0.106
H 1.053 -2.068 -2.024 0.085
H 2.786 -1.812 -1.805 0.093
C -0.833 1.527 -3.850 -0.077
O -0.713 1.938 -2.492 -0.210
C -1.952 2.334 -1.990 -0.256
C -1.869 2.908 -0.617 -0.202
N -1.389 2.045 0.458 -0.055
C -1.960 2.430 1.732 -0.189
C -1.120 3.361 2.644 -0.220
O -0.961 4.653 2.082 -0.206
C -0.375 5.589 3.050 -0.074
H -1.665 0.774 -3.884 0.085
H 0.103 0.957 -4.149 0.101
H -1.079 2.328 -4.517 0.078
H -2.649 1.471 -1.854 0.113
H -2.467 2.946 -2.748 0.136
H -2.882 3.225 -0.316 0.117
H -1.175 3.801 -0.765 0.130
H -1.488 1.108 0.258 0.053
H -2.013 1.521 2.346 0.123
H -3.038 2.738 1.678 0.125
H -0.174 2.850 2.700 0.090
H -1.551 3.324 3.630 0.119
H 0.139 6.375 2.503 0.076
H 0.346 4.966 3.642 0.091
H -1.137 6.059 3.736 0.097
C 0.686 -3.633 4.431 -0.113
O 1.401 -4.024 3.272 -0.223
C 2.112 -5.267 3.573 -0.180
C 2.566 -5.784 2.172 -0.219
N 1.443 -6.186 1.447 -0.066
C 0.994 -7.541 1.703 -0.231
C -0.459 -7.616 1.407 -0.273
O -1.093 -6.809 2.340 -0.205
C -2.236 -6.159 1.826 -0.097
H 1.430 -3.467 5.246 0.087
H -0.104 -4.409 4.745 0.115
H 0.278 -2.687 4.098 0.066
H 1.384 -6.011 3.974 0.113
H 2.980 -5.093 4.279 0.130
H 3.204 -6.674 2.177 0.121
H 3.115 -4.964 1.732 0.093
H 0.685 -5.545 1.531 0.096
H 1.105 -7.800 2.765 0.115
H 1.565 -8.292 1.137 0.124
H -0.904 -8.618 1.422 0.129
H -0.462 -7.220 0.366 0.135
H -2.746 -5.852 2.724 0.083
H -2.857 -6.832 1.165 0.096
H -1.885 -5.319 1.129 0.107
C -8.069 2.944 -2.561 -0.135
O -8.578 1.775 -1.978 -0.205
C -8.384 1.635 -0.569 -0.221
C -6.940 1.496 -0.137 -0.220
N -6.365 0.216 -0.601 -0.041
C -4.940 0.225 -0.331 -0.231
C -4.214 -0.933 -0.948 -0.215
O -3.766 -0.632 -2.272 -0.215
C -2.673 -1.512 -2.628 -0.092
H -8.214 3.858 -2.008 0.074
H -8.452 3.009 -3.607 0.100
H -6.934 2.863 -2.565 0.089
H -9.033 0.808 -0.357 0.115
H -8.858 2.519 -0.079 0.126
H -6.849 1.621 0.989 0.138
H -6.377 2.400 -0.552 0.115
H -6.591 0.013 -1.568 0.118
H -4.758 0.149 0.762 0.134
H -4.512 1.136 -0.620 0.076
H -4.738 -1.889 -0.911 0.124
H -3.238 -1.192 -0.331 0.141
H -1.796 -1.522 -1.995 0.072
H -2.427 -1.299 -3.658 0.069
H -3.103 -2.568 -2.673 0.111
C 2.139 1.133 3.558 -0.026
O 1.893 2.018 2.417 -0.319
C 2.883 3.003 2.237 -0.220
C 2.403 3.997 1.143 -0.205
N 2.663 3.548 -0.176 -0.129
C 2.144 4.361 -1.246 -0.181
C 2.644 3.814 -2.565 -0.224
O 4.039 3.892 -2.681 -0.181
C 4.467 3.573 -3.968 -0.119
H 2.220 1.777 4.392 0.075
H 3.095 0.582 3.319 0.103
H 1.366 0.393 3.596 0.069
H 3.934 2.593 2.086 0.140
H 2.999 3.565 3.158 0.109
H 2.786 5.054 1.232 0.136
H 1.291 4.071 1.220 0.117
H 3.643 3.317 -0.242 0.104
H 2.302 5.427 -1.146 0.122
H 1.034 4.191 -1.312 0.128
H 2.189 4.518 -3.327 0.152
H 2.343 2.842 -2.739 0.080
H 5.595 3.689 -3.991 0.116
H 4.234 4.288 -4.715 0.073
H 4.235 2.551 -4.330 0.085


114
Properties=species:S:1:pos:R:3:lowdin_charge:R:1 method="wB97M-V/def2-TZVPD" smiles=CC1(C)CCCC(C)(C)N1O.CC(C)O.CC(C)O.CC(C)O.CC(C)O.CC(C)O.CC(C)O.CC(C)O e_lumo_ev=0.4 fmax_ha_per_bohr=0.051 homo_lumo_gap_ev=8.85 relative_energy_kcal_mol=22.3 multiplicity=1
C 1.001 -2.134 4.560 -0.028
C 0.565 -3.271 3.582 -0.481
C 1.695 -4.261 3.623 -0.048
C -0.867 -3.838 3.923 -0.133
C -1.317 -4.841 2.862 -0.178
C -1.270 -4.164 1.455 -0.122
C 0.059 -3.408 1.103 -0.491
C 1.111 -4.444 0.661 -0.038
C -0.192 -2.496 -0.117 -0.028
N 0.389 -2.550 2.251 -0.064
O 1.627 -1.963 1.896 -0.079
H 0.215 -1.384 4.647 0.062
H 1.271 -2.668 5.508 0.092
H 1.970 -1.694 4.177 0.084
H 2.436 -4.207 2.787 0.089
H 2.286 -4.201 4.506 0.065
H 1.311 -5.286 3.516 0.074
H -0.842 -4.315 4.959 0.137
H -1.493 -2.929 3.998 0.109
H -0.625 -5.706 2.962 0.102
H -2.390 -5.109 2.972 0.113
H -2.146 -3.472 1.496 0.118
H -1.449 -4.816 0.627 0.101
H 2.137 -4.019 0.588 0.085
H 0.961 -4.888 -0.276 0.060
H 1.095 -5.369 1.242 0.078
H 0.767 -2.104 -0.415 0.049
H -0.854 -1.612 0.013 0.077
H -0.543 -3.111 -0.952 0.089
H 1.512 -1.011 2.043 0.057
C 4.298 -1.956 -2.106 -0.063
C 3.933 -1.583 -0.698 -0.471
C 4.825 -2.232 0.352 -0.063
O 4.053 -0.112 -0.697 -0.074
H 5.412 -1.936 -2.225 0.097
H 3.809 -1.234 -2.730 0.059
H 3.952 -2.940 -2.482 0.086
H 2.886 -1.851 -0.414 0.111
H 4.777 -3.330 0.247 0.081
H 4.502 -2.113 1.401 0.072
H 5.846 -1.861 0.185 0.083
H 3.574 0.196 0.063 0.036
C -4.931 -0.531 -0.290 -0.034
C -3.570 -0.707 -0.958 -0.440
C -3.700 -0.474 -2.392 -0.054
O -2.571 0.213 -0.405 -0.092
H -5.239 0.526 -0.489 0.103
H -5.003 -0.818 0.737 0.074
H -5.702 -1.030 -0.802 0.062
H -3.167 -1.663 -0.652 0.128
H -2.796 -0.337 -2.934 0.079
H -4.335 0.356 -2.670 0.086
H -4.101 -1.385 -2.748 0.083
H -2.670 1.061 -0.840 0.056
C -2.971 3.865 -0.965 -0.046
C -3.221 3.797 -2.465 -0.501
C -3.762 5.127 -2.926 -0.072
O -1.943 3.567 -3.040 -0.058
H -2.483 4.836 -0.721 0.103
H -2.254 3.077 -0.591 0.072
H -3.882 3.696 -0.430 0.075
H -3.968 3.003 -2.638 0.129
H -4.615 5.537 -2.333 0.095
H -4.147 5.111 -3.953 0.079
H -2.995 5.909 -2.733 0.097
H -1.994 3.807 -3.970 0.091
C 0.982 0.221 -6.132 -0.060
C 1.496 1.595 -5.838 -0.519
C 2.748 1.925 -6.544 -0.066
O 0.550 2.690 -6.111 -0.070
H 0.530 0.187 -7.128 0.084
H 0.233 -0.171 -5.419 0.077
H 1.816 -0.509 -6.196 0.093
H 1.723 1.660 -4.806 0.086
H 2.675 1.711 -7.621 0.091
H 3.581 1.315 -6.180 0.090
H 2.943 2.989 -6.389 0.089
H -0.293 2.444 -5.651 0.089
C 3.557 1.097 3.337 -0.063
C 2.372 1.682 2.678 -0.454
C 2.575 3.081 2.000 -0.037
O 1.859 0.734 1.702 -0.095
H 4.055 1.847 3.965 0.083
H 4.350 0.806 2.576 0.107
H 3.329 0.240 3.999 0.076
H 1.640 1.868 3.470 0.128
H 3.017 3.789 2.669 0.062
H 1.644 3.528 1.677 0.060
H 3.147 3.108 1.035 0.089
H 1.143 1.167 1.174 0.063
C 1.156 3.147 -1.530 -0.047
C 0.227 1.994 -1.505 -0.438
C 0.894 0.826 -2.219 -0.010
O 0.029 1.684 -0.090 -0.074
H 1.264 3.635 -2.520 0.102
H 2.125 2.809 -1.150 0.080
H 0.846 3.892 -0.803 0.081
H -0.720 2.274 -1.903 0.083
H 0.305 -0.077 -2.248 0.073
H 1.853 0.568 -1.811 0.071
H 0.904 1.203 -3.228 0.048
H -0.715 1.119 0.078 0.047
C -1.852 0.636 3.701 -0.042
C -3.185 1.331 3.348 -0.520
C -3.571 2.526 4.159 -0.057
O -3.155 1.757 2.000 -0.078
H -1.615 -0.275 3.172 0.053
H -1.713 0.392 4.787 0.091
H -1.119 1.393 3.407 0.076
H -3.970 0.590 3.440 0.123
H -2.756 3.203 4.194 0.067
H -3.594 2.194 5.222 0.092
H -4.548 2.927 3.882 0.088
H -3.026 0.928 1.462 0.070